DFT (the ωB97M-V functional and the def2-TZVPD basis) results for a structure of composition C13H29ClIN2OP2Zr in a non-equilibrium geometry.

Geometry as XYZ:
```
50
Properties=species:S:1:pos:R:3:forces:R:3:lowdin_charge:R:1
C 0.007 0.810 -7.758 -0.004 -0.031 0.083 -0.0714
C 0.010 1.361 -6.355 0.031 3.709 -0.311 -0.7973
H 0.010 1.644 -8.471 0.000 -0.113 0.379 0.1073
H -0.884 0.201 -7.925 0.087 -0.057 0.120 0.0934
H 0.892 0.193 -7.927 -0.088 -0.055 0.123 0.0937
O 0.019 2.524 -6.038 -0.022 -2.948 -0.554 0.0238
I -0.002 -0.091 -4.716 -0.003 -0.539 0.407 0.7006
Zr -0.042 -0.233 0.439 -0.513 -2.112 -0.046 1.2619
P 2.536 -0.089 -0.113 1.591 0.217 -0.715 0.6640
C 3.462 1.128 0.883 -0.230 0.251 0.161 -0.2300
C 3.115 -1.752 0.407 -0.464 -0.147 0.198 -0.2373
H 4.198 -1.818 0.263 -0.092 0.126 0.026 0.0860
H 4.197 -0.079 -1.892 -0.347 0.039 0.198 0.0874
H 2.622 -2.522 -0.199 0.208 0.206 0.100 0.0384
H 2.597 -0.644 -2.486 0.158 0.232 0.283 0.0296
H 3.199 1.065 1.953 0.186 0.054 -0.353 0.0431
H 2.889 -1.967 1.463 0.172 -0.008 -0.236 0.0487
C 3.108 0.082 -1.832 -0.291 0.211 -0.357 -0.2313
H 4.546 0.984 0.776 -0.280 -0.021 -0.025 0.0857
H 2.873 1.093 -2.203 0.104 -0.346 0.117 0.0701
H 3.192 2.136 0.530 0.191 -0.278 0.134 0.0723
P -2.554 -0.044 -0.139 -2.022 0.196 -0.718 0.6859
C -3.442 1.207 0.849 0.339 0.479 0.236 -0.2262
C -3.131 0.127 -1.851 0.325 0.219 -0.401 -0.2336
H -2.656 -2.474 -0.251 -0.275 0.240 -0.054 0.0335
H -4.225 -1.786 0.265 0.093 0.214 -0.048 0.0919
H -2.877 -1.964 1.409 -0.131 0.040 -0.386 0.0312
C -3.138 -1.712 0.374 0.616 -0.399 0.201 -0.2383
H -2.624 -0.604 -2.500 -0.148 0.190 0.236 0.0281
H -4.220 -0.019 -1.923 0.326 0.029 0.234 0.0881
H -4.534 1.096 0.781 0.303 -0.081 -0.118 0.0914
H -3.153 2.201 0.470 -0.243 -0.266 0.030 0.0716
H -2.878 1.132 -2.221 -0.118 -0.283 0.080 0.0684
H -3.151 1.175 1.911 -0.162 0.077 -0.491 0.0299
Cl -0.038 -2.034 -1.061 0.019 0.931 1.064 0.1688
C 2.200 -0.769 5.172 0.430 0.123 0.161 0.0347
C 0.989 -0.675 4.339 -0.523 -0.245 0.762 -0.2278
C -0.338 -0.759 4.775 -0.356 0.032 -0.842 0.0950
C -1.143 -0.699 3.640 0.779 -0.167 0.724 -0.2582
N -0.342 -0.632 2.525 -0.397 0.668 -0.677 -0.1430
N 0.940 -0.564 3.013 1.361 -0.035 -0.539 0.0069
C -2.611 -0.691 3.625 -1.172 -0.079 -0.427 -0.0111
H 2.161 0.030 5.926 0.113 -0.245 -0.116 0.1236
H 2.174 -1.733 5.701 0.061 0.285 -0.087 0.1260
H 3.143 -0.695 4.619 -0.251 0.008 0.060 0.0985
H -0.711 -0.872 5.786 0.235 0.094 -0.089 0.1602
H 1.739 -0.471 2.371 -0.294 -0.290 0.882 0.0849
H -3.007 -1.627 4.068 0.183 0.477 -0.177 0.1339
H -3.022 0.157 4.209 0.349 -0.466 -0.169 0.1313
H -3.004 -0.600 2.598 0.170 -0.134 0.937 0.0158
```
Forces are in eV/Å.

HOMO energy	-16.352	eV
DFT total energy	-2184.16820	Eh
Kohn-Sham gap	4.48	eV
charge	+3

=====

DFT (the ωB97M-V functional and the def2-TZVPD basis) results for a structure of composition C30H58ClNP2PdSi2 in a non-equilibrium geometry.

Geometry as XYZ:
```
95
Properties=species:S:1:pos:R:3:forces:R:3:lowdin_charge:R:1
Pd -0.629 0.648 -0.513 0.814 -0.206 -0.475 0.4698
C -2.634 0.079 2.019 -0.301 0.137 0.038 -0.1555
C -2.052 1.364 1.924 -0.561 -0.556 0.338 -0.2673
C -2.275 1.832 0.565 -0.501 -1.258 -1.117 -0.2202
Si -0.877 2.060 3.194 0.305 -0.237 -0.798 0.5134
C -2.904 0.754 -0.168 0.983 1.349 0.566 -0.2185
C -3.070 -0.361 0.748 -0.149 0.095 0.862 -0.2681
Si -3.371 -2.153 0.321 0.624 0.493 -0.349 0.5087
H -2.743 -0.490 2.946 0.431 0.009 -0.399 0.0930
H -2.198 2.855 0.210 -0.035 -0.239 0.099 0.0880
H -3.355 0.857 -1.151 0.081 -0.017 0.279 0.0890
Cl 0.861 1.664 -3.161 -0.303 -0.047 0.225 0.4625
C -3.508 -3.218 1.846 -0.167 -0.071 0.138 -0.1713
C -4.926 -2.303 -0.700 -0.246 -0.202 0.015 -0.1732
C -0.903 1.079 4.783 -0.154 0.032 0.227 -0.1695
C -1.309 3.844 3.528 -0.017 0.197 0.295 -0.1732
H -5.776 -2.067 -0.041 0.123 -0.090 -0.211 0.0397
H -5.048 -3.333 -1.063 -0.065 0.239 0.023 0.0374
H -4.964 -1.619 -1.556 -0.003 -0.181 0.208 0.0236
H -2.534 -3.442 2.299 -0.222 0.065 -0.094 0.0184
H -3.991 -4.167 1.574 0.120 0.158 0.147 0.0368
H -4.134 -2.717 2.596 0.079 -0.167 -0.072 0.0371
H -2.291 3.853 4.025 0.212 0.078 -0.056 0.0406
H -1.385 4.469 2.632 0.021 -0.148 0.219 0.0232
H -0.575 4.294 4.211 -0.188 0.010 -0.126 0.0376
H -1.907 0.671 4.959 0.199 0.061 0.088 0.0343
H -0.653 1.752 5.615 -0.059 -0.237 -0.091 0.0355
H -0.181 0.252 4.780 -0.195 0.208 0.009 0.0195
C -1.799 -2.645 -0.634 -0.381 -0.680 0.027 -0.3980
C 0.840 1.822 2.398 0.202 0.289 0.649 -0.3962
P -1.064 -1.351 -1.702 -0.431 0.451 0.011 0.9013
H -2.026 -3.556 -1.212 0.086 0.072 0.112 0.0360
H -1.022 -2.919 0.101 -0.289 0.125 -0.232 0.0342
P 0.913 2.070 0.588 -0.583 0.260 -0.130 0.9034
H 1.162 0.779 2.577 -0.178 0.377 -0.049 0.0347
H 1.558 2.470 2.929 -0.081 -0.129 -0.054 0.0374
C 2.729 2.083 0.175 -0.044 0.097 -0.316 -0.5265
C 0.420 3.871 0.416 0.225 -0.294 0.144 -0.5519
C -2.407 -1.099 -2.983 0.158 -0.225 0.177 -0.5508
C 0.282 -2.227 -2.643 0.087 0.281 -0.202 -0.5299
C 1.648 -1.812 -2.108 0.171 0.091 0.157 -0.1575
H 0.177 -1.841 -3.672 0.024 -0.152 0.211 0.0985
C 0.164 -3.751 -2.661 -0.037 -0.136 -0.124 -0.1251
H 0.247 -4.171 -1.650 -0.006 0.080 -0.213 0.0762
H 0.993 -4.153 -3.259 -0.113 0.038 0.115 0.0802
H -0.766 -4.108 -3.117 0.151 0.049 0.188 0.0571
H 1.852 -0.763 -2.338 -0.115 -0.266 0.041 0.0052
H 2.443 -2.421 -2.562 -0.138 0.061 -0.023 0.0804
H 1.710 -1.943 -1.016 -0.035 0.063 -0.472 0.0355
H -3.290 -0.829 -2.383 0.236 -0.077 -0.238 0.0549
C -2.732 -2.354 -3.799 -0.297 0.086 -0.135 -0.1157
C -2.076 0.068 -3.913 -0.216 0.078 -0.101 -0.1593
H -3.064 -3.201 -3.187 0.141 0.163 -0.067 0.0639
H -1.880 -2.669 -4.415 -0.177 0.080 0.148 0.0724
H -3.556 -2.108 -4.483 0.134 -0.150 0.052 0.0800
H -1.955 1.010 -3.366 0.114 -0.238 -0.041 0.0297
H -2.896 0.197 -4.634 0.116 -0.050 0.052 0.0772
H -1.157 -0.120 -4.482 -0.144 0.077 0.144 0.0560
H -0.562 3.922 0.908 0.286 0.028 -0.152 0.0513
C 0.247 4.270 -1.049 -0.124 0.235 -0.024 -0.1559
C 1.378 4.835 1.121 -0.197 0.322 0.008 -0.1169
H 1.481 4.641 2.196 0.008 -0.046 -0.228 0.0648
H 0.976 5.852 1.013 0.159 -0.107 0.068 0.0812
H 2.373 4.826 0.656 -0.237 -0.005 0.113 0.0726
H -0.499 3.655 -1.564 0.237 -0.016 0.126 0.0325
H 1.195 4.195 -1.599 -0.215 -0.026 0.079 0.0581
H -0.085 5.316 -1.094 0.100 -0.118 -0.013 0.0784
C 3.128 0.779 -0.511 -0.013 -0.273 -0.107 -0.1556
C 3.649 2.354 1.366 0.144 0.113 0.050 -0.1255
H 2.828 2.905 -0.555 0.026 -0.172 0.212 0.0973
H 3.565 1.563 2.123 0.040 0.157 -0.151 0.0766
H 3.468 3.323 1.844 -0.020 -0.262 -0.016 0.0561
H 4.686 2.363 1.004 -0.162 -0.028 0.088 0.0806
H 2.691 -0.092 0.001 0.153 0.305 -0.220 0.0335
H 4.219 0.651 -0.503 -0.102 0.108 0.005 0.0787
H 2.798 0.772 -1.554 0.052 0.019 0.283 0.0089
C 1.574 2.445 -4.629 0.345 0.230 -0.519 -0.4620
H 1.627 1.694 -5.420 0.024 0.187 0.061 0.0160
H 2.572 2.804 -4.367 -0.153 -0.017 -0.144 0.0162
H 0.922 3.275 -4.920 0.193 -0.191 0.035 0.0199
C 0.239 -1.775 2.287 -0.270 0.347 -0.271 -0.0483
C 1.640 -2.198 2.123 1.347 -0.257 -0.804 -0.3005
C 2.416 -2.903 3.100 1.746 -0.620 -0.182 -0.0207
C 3.660 -3.156 2.506 -1.369 -0.020 1.379 -0.0223
C 3.597 -2.592 1.191 -1.516 0.397 0.457 -0.3121
C 4.670 -2.649 0.182 0.130 0.202 -0.464 -0.0238
N 2.382 -2.015 0.995 -0.176 -0.133 0.164 0.0867
H 0.100 -1.234 3.233 0.009 -0.195 -0.140 0.0677
H -0.435 -2.645 2.305 0.187 0.146 0.056 0.0772
H -0.054 -1.115 1.451 -0.023 -0.120 0.171 0.0384
H 2.048 -3.162 4.085 0.249 -0.080 -0.066 0.1015
H 4.518 -3.676 2.911 -0.148 0.034 0.111 0.1004
H 5.601 -2.237 0.595 -0.144 -0.099 -0.092 0.0912
H 4.871 -3.693 -0.098 -0.016 0.185 0.068 0.0928
H 4.399 -2.090 -0.721 0.044 -0.128 0.243 0.0704
```
Forces are in eV/Å.

HOMO energy (spin up / spin down)	-2.292 / -7.717	eV
DFT total energy	-3082.30981	Eh
Kohn-Sham gap (spin up / spin down)	3.03 / 6.23	eV
2S+1	5

=====

DFT (the ωB97M-V functional and the def2-TZVPD basis) results for an isolated molecule of C4H9O2P in a non-equilibrium geometry.

Geometry as XYZ:
```
16
Properties=species:S:1:pos:R:3:forces:R:3:lowdin_charge:R:1
C -1.539 1.036 -0.473 1.249 0.064 0.915 -0.2046
C -0.275 1.556 0.406 -1.300 0.332 -1.777 -0.1375
C 1.220 -0.226 0.425 1.196 -2.751 -0.179 -0.3274
C 2.273 -0.961 -0.398 -3.018 0.806 0.446 -0.0872
O -2.028 -0.219 0.014 0.302 0.422 -0.355 -0.4936
O 0.873 0.891 -0.063 -0.345 3.990 -1.297 -0.1492
P -0.910 -1.448 0.130 -0.923 -1.086 1.080 0.8556
H -2.389 1.720 -0.436 0.199 0.055 0.158 0.1118
H -1.212 0.938 -1.536 -0.006 0.133 0.737 0.1225
H -0.085 2.636 0.235 -0.333 -0.625 0.065 0.1304
H -0.307 1.352 1.461 -0.796 0.036 0.541 0.1138
H 2.000 -0.714 -1.471 1.015 -0.186 1.151 0.1063
H 1.931 -1.950 -0.196 0.812 -1.395 -0.176 0.0282
H 3.183 -0.670 0.062 1.403 -0.201 -0.559 0.0543
H -0.820 -1.404 1.580 0.214 -0.280 -0.567 -0.0482
H -1.914 -2.536 0.260 0.332 0.687 -0.183 -0.0751
```
Forces are in eV/Å.

HOMO energy (spin up / spin down)	-5.898 / -9.251	eV
DFT total energy	-649.42034	Eh
Kohn-Sham gap (spin up / spin down)	6.87 / 8.74	eV
2S+1	3
energy relative to the best compared isomer or geometry (same formula, charge and spin)	47.6	kcal per mole